1.
This record from the Open Molecules 2025 dataset describes the ion CHClN4OP with charge -1 at a distorted geometry. The level of theory is ωB97M-V/def2-TZVPD.

The geometry in XYZ format:
```
9
Properties=species:S:1:pos:R:3:forces:R:3:nbo_charge:R:1
O -3.6271 0.1286 -1.1804 -1.1 0.9 -0.1 -1.128
P -2.4412 -0.6673 -0.8246 -0.3 -1.4 0.4 1.186
Cl -1.0736 -0.3773 -2.4401 1.0 0.1 -0.9 -0.503
C -1.3373 0.2531 0.3131 0.0 1.3 4.8 -0.074
N -1.6632 0.7360 1.9319 -0.8 -1.3 -5.0 -0.256
N -0.5127 0.7666 2.4059 0.9 0.3 0.9 -0.067
N 0.4741 0.4536 1.6510 1.6 -0.3 -0.2 -0.218
N -0.0455 0.1355 0.4283 -1.0 0.4 0.0 -0.370
H 0.5764 -0.1474 -0.3175 0.0 0.1 0.1 0.430
```
Forces are in eV/Å.

As for the total charge: -1. The molecular weight comes out at 151.473 g/mol. As for the SMILES: [O-]P(Cl)c1nnn[nH]1. As for the gap between HOMO and LUMO: 7.86 eV.

2.
This record from the Open Molecules 2025 dataset describes a cluster of 2 separate species, CHClO2PS in total at a distorted geometry. The level of theory is ωB97M-V/def2-TZVPD.

The geometry in XYZ format:
```
7
Properties=species:S:1:pos:R:3:forces:R:3:nbo_charge:R:1
C -0.4186 -0.2509 0.3269 1.8 1.3 0.4 -0.616
O 2.2055 -1.1898 0.1793 -0.3 -0.6 0.1 -1.053
O 1.6115 0.8281 -1.3053 -0.6 0.1 -0.3 -1.036
P 1.2493 -0.2123 -0.3433 0.4 0.2 0.3 2.168
S 0.0633 0.7785 1.5342 -0.6 -0.7 -0.5 0.110
Cl -3.2597 0.5040 -0.4321 0.0 -0.1 0.0 -0.881
H -1.4513 -0.4576 0.0403 -0.6 -0.3 -0.1 0.308
```
Forces are in eV/Å.

As for the total charge: -1. The molecular weight comes out at 143.511 g/mol. As for the gap between HOMO and LUMO (alpha / beta): 6.58 / 6.58 eV.

3.
This record from the Open Molecules 2025 dataset describes the molecule CHClO3 at a distorted geometry. The level of theory is ωB97M-V/def2-TZVPD.

The geometry in XYZ format:
```
6
Properties=species:S:1:pos:R:3:forces:R:3:nbo_charge:R:1
C -1.9148 0.6595 -0.1148 -2.9 2.8 0.5 0.432
O -2.2811 1.6977 0.2691 0.7 -1.3 -0.6 -0.410
O 2.0727 -0.4540 0.2814 0.6 1.5 -0.6 -0.430
O 0.9351 -1.1946 0.3811 -1.4 -2.2 0.5 -0.479
Cl -0.8595 -0.5075 -0.1642 2.4 -0.8 0.2 0.450
H 2.0476 -0.2011 -0.6528 0.6 0.0 0.0 0.437
```
Forces are in eV/Å.

As for the total charge: 0. The molecular weight comes out at 96.469 g/mol. As for the gap between HOMO and LUMO (alpha / beta): 8.22 / 7.02 eV.

The evaluated energy relative to the best compared isomer or geometry (same formula, charge and spin) for the records listed, in turn: 137.9, 182.0, 564.6 kJ/mol.
The evaluated E_tot for the records listed, in turn: -1134.5561, -1389.0065, -724.3711 Ha.